A single C8H10NOPS molecule in a non-equilibrium geometry, computed with ωB97M-V/def2-TZVPD.

```
22
Properties=species:S:1:pos:R:3:forces:R:3
S -4.67465 0.79316 0.40022 0.2 -0.1 -0.4
P -2.89595 0.44652 -0.16407 2.6 -3.6 -0.3
N -2.12972 -1.18210 -0.94906 -2.5 2.9 -0.4
C -1.20660 -1.77809 -0.02340 -2.5 2.0 0.0
C -0.81144 -0.61688 0.85116 3.5 -1.5 2.4
C 0.54731 0.05779 0.36466 -2.9 -0.6 1.6
C 0.58197 1.40838 0.10737 -0.3 1.0 -0.9
C 1.74206 1.94017 -0.37893 2.6 2.0 0.6
C 2.96726 1.23168 -0.36639 -1.6 -0.5 -0.4
C 2.88540 -0.15658 -0.18121 0.9 0.5 1.3
C 1.67272 -0.69137 0.28910 1.5 -0.2 -1.8
O -1.76481 0.33213 0.98974 -2.1 1.4 0.6
H -2.18723 1.22595 -1.02291 -0.3 1.1 -0.8
H -2.94404 -1.71739 -1.21475 0.2 -0.6 0.0
H -0.31522 -2.05800 -0.44254 1.9 -1.3 -1.6
H -1.68230 -2.55925 0.50025 -0.3 -1.1 0.9
H -0.69790 -1.16486 1.87276 0.4 1.5 -1.2
H -0.22752 2.13428 0.19206 -0.2 -0.8 0.2
H 1.87013 3.05695 -0.55876 -0.6 -1.5 0.2
H 3.85354 1.83953 -0.47212 0.3 -0.5 -0.4
H 3.79868 -0.79269 -0.16456 -0.8 0.6 -0.2
H 1.61830 -1.74932 0.37136 0.0 -0.8 0.5
```
Positions in Å, forces in eV/Å.

The spin multiplicity is 1. The value obtained for the HOMO energy is -9.213 eV. As for the structure (SMILES): S=[P@@H]1NC[C@@H](c2ccccc2)O1. As for the HOMO-LUMO gap: 10.02 eV. The LUMO energy comes out at 0.808 eV. The value obtained for the relative energy (zero: lowest compared OMol25 entry of this formula, charge and spin) is 2.048 eV.



A molecular structure, C30H39AsPtS2Si2Te2, computed with ωB97M-V/def2-TZVPD.

```
77
Properties=species:S:1:pos:R:3:forces:R:3
Pt -1.02407 -0.89785 0.87088 -0.1 0.2 0.1
S -2.49483 -1.01161 2.68394 -0.1 0.2 0.4
C -1.97724 0.25427 3.81756 -0.1 0.0 0.0
C -2.44081 0.20210 5.13977 -0.1 0.0 0.0
C -2.13482 1.20384 6.04373 0.0 0.0 0.0
C -1.36159 2.30038 5.66300 -0.1 -0.1 0.0
C -0.89258 2.36409 4.36457 -0.1 -0.1 0.0
C -1.18203 1.34361 3.45767 0.0 0.0 0.0
As -0.48956 1.37068 1.66978 0.4 -0.5 0.1
C 1.44070 1.30993 1.84868 0.0 0.3 0.0
C 2.12490 1.46687 3.04806 0.1 -0.1 0.0
C 3.51535 1.40900 3.06168 -0.1 0.0 0.0
C 4.22388 1.20601 1.88447 -0.1 0.0 0.0
C 3.53985 1.04464 0.68638 0.0 0.0 0.1
C 2.15294 1.08994 0.67404 0.2 0.0 0.1
C -0.82060 3.22401 1.19898 -0.1 -0.1 -0.2
C 0.17610 4.04788 0.69190 -0.1 0.1 0.0
C -0.11851 5.37202 0.38180 0.0 -0.1 0.0
C -1.40031 5.86581 0.56876 0.0 0.0 0.0
C -2.39963 5.03699 1.06677 0.1 0.0 0.0
C -2.11254 3.71616 1.37726 0.0 0.1 0.0
H -3.05267 -0.63895 5.44344 0.0 0.0 0.0
H -2.50450 1.13344 7.05937 0.0 0.0 0.0
H -1.13209 3.08937 6.36727 0.0 0.0 0.0
H -0.30600 3.21838 4.04569 0.0 0.0 0.0
H 1.58415 1.60000 3.97656 0.0 0.0 0.0
H 4.04487 1.51236 4.00032 0.0 0.0 0.0
H 5.30536 1.15792 1.90112 0.0 0.0 0.0
H 4.08175 0.86694 -0.23450 0.0 0.0 0.0
H 1.62326 0.93683 -0.25743 0.0 0.0 0.0
H 1.18216 3.67549 0.55401 0.0 0.0 0.0
H 0.66231 6.01620 -0.00266 0.0 0.0 0.0
H -1.62260 6.89821 0.33081 0.0 0.0 0.0
H -3.40168 5.41897 1.21515 0.0 0.0 0.0
H -2.89196 3.07670 1.77470 0.0 0.0 0.0
Te 0.57855 -2.35604 2.48660 -0.2 -0.1 0.0
C 2.58523 -2.42898 1.90337 0.1 0.1 -0.3
C 3.16612 -2.56108 0.66505 0.2 -0.1 0.1
C 4.58955 -2.59407 0.72115 -0.2 0.1 0.0
C 5.06366 -2.48895 1.99851 0.1 0.0 -0.2
S 3.79214 -2.34521 3.11812 0.0 0.1 0.2
H 2.59718 -2.63926 -0.25399 0.1 0.0 0.1
H 5.22853 -2.69296 -0.14585 0.0 0.0 0.0
H 6.09121 -2.49597 2.32850 0.0 0.0 0.0
C -3.11585 -5.19682 -2.71749 -0.1 -0.3 -0.2
Si -2.77441 -3.59188 -1.84533 0.1 0.0 0.0
C -3.41808 -3.65987 -0.11683 -0.1 0.0 0.4
C -3.60840 -2.21969 -2.76805 -0.2 0.3 -0.2
C -0.90619 -3.43551 -1.81889 0.3 0.0 -0.1
Te 0.07319 -1.59442 -1.38381 0.1 0.1 0.0
C -0.64055 -0.44426 -3.03976 -0.2 0.0 0.0
Si 0.75607 0.17065 -4.13560 -0.2 -0.1 0.2
C 0.03841 1.26114 -5.44738 -0.2 0.2 -0.3
C 1.58967 -1.29413 -4.90387 0.2 -0.3 -0.1
C 1.96990 1.12735 -3.11052 0.2 0.2 0.2
H -4.19084 -5.40149 -2.74270 0.1 0.0 0.0
H -2.62671 -6.03699 -2.21609 0.0 0.0 0.0
H -2.75583 -5.16433 -3.75057 0.0 0.0 0.0
H -4.50978 -3.58681 -0.10595 0.1 0.0 0.0
H -3.02608 -2.83059 0.47972 -0.1 0.0 0.0
H -3.13217 -4.59230 0.37841 0.0 0.1 0.0
H -4.68104 -2.43923 -2.78626 0.0 0.1 0.0
H -3.27016 -2.14054 -3.80514 -0.1 0.0 0.0
H -3.47147 -1.24924 -2.28162 0.0 -0.1 0.0
H -0.45356 -3.77886 -2.75306 0.0 0.0 0.0
H -0.54126 -4.09170 -1.02116 0.1 0.0 -0.1
H -1.24875 0.36756 -2.63686 0.0 0.0 0.0
H -1.30180 -1.11073 -3.59895 0.0 0.1 0.0
H -0.68592 0.71059 -6.05432 0.0 0.1 0.0
H 0.81557 1.64452 -6.11529 -0.1 0.0 0.0
H -0.47630 2.11819 -5.00357 0.0 0.0 -0.1
H 0.89354 -1.86906 -5.52208 0.1 0.0 0.0
H 1.99543 -1.95946 -4.13659 0.0 0.0 0.0
H 2.42016 -0.97812 -5.54185 0.0 0.0 0.0
H 1.48696 1.95986 -2.58829 0.0 0.0 0.0
H 2.76090 1.54439 -3.74077 0.0 0.0 0.0
H 2.44622 0.48367 -2.36446 0.0 0.1 0.0
```
Positions in Å, forces in eV/Å.

The spin multiplicity is 3. The value obtained for the HOMO energy (spin up / spin down) is -6.323 / -6.935 eV. As for the HOMO-LUMO gap (spin up / spin down): 6.58 / 5.46 eV. The LUMO energy (spin up / spin down) comes out at 0.262 / -1.477 eV. The value obtained for the relative energy (zero: lowest compared OMol25 entry of this formula, charge and spin) is 0.000 eV.



2 unconnected molecules or ions with the total composition C4H8NO3 in a non-equilibrium geometry, computed with ωB97M-V/def2-TZVPD.

```
16
Properties=species:S:1:pos:R:3:forces:R:3
C 0.98068 1.48352 -1.02634 -0.6 -2.3 0.2
C 0.32660 2.42803 -0.05119 -1.8 -0.7 0.9
O 0.60856 3.61115 -0.03331 0.6 0.7 -0.1
N -0.65066 1.94340 0.80637 1.7 0.1 -1.8
H -0.95871 2.64629 1.45263 -0.4 -0.3 0.2
H -0.97413 0.97576 0.74326 -0.1 0.0 0.6
H 2.04334 1.40259 -0.80508 0.2 0.7 -0.5
H 0.69468 1.69018 -2.06561 0.6 0.5 0.3
H 0.68377 0.40721 -0.92082 -0.4 0.9 0.3
C 0.00235 -2.82688 0.18785 0.5 -2.9 0.9
C -0.90584 -1.66439 0.48400 -1.1 3.3 -1.1
O -1.53747 -1.22874 -0.53130 0.4 -1.1 -0.2
O -0.97004 -1.00224 1.55765 1.0 -1.5 0.5
H 0.72388 -3.24585 0.92193 -0.1 1.2 0.1
H 0.47938 -2.85215 -0.77444 0.4 1.0 -0.5
H -0.54639 -3.76790 0.05439 -0.9 0.2 0.1
```
Positions in Å, forces in eV/Å.

The spin multiplicity is 1. The value obtained for the HOMO energy is -4.113 eV. As for the HOMO-LUMO gap: 8.05 eV. The LUMO energy comes out at 3.938 eV. The total charge is -1. The value obtained for the relative energy (zero: lowest compared OMol25 entry of this formula, charge and spin) is 0.943 eV.



A molecular structure, C30H18GdN6O8 in a non-equilibrium geometry, computed with ωB97M-V/def2-TZVPD.

```
63
Properties=species:S:1:pos:R:3:forces:R:3
Gd -0.39616 -0.32554 0.43731 -1.2 2.9 0.9
C 2.48372 -0.47105 -3.31204 -0.9 0.2 0.5
C 1.91009 -0.35259 -1.91694 -1.9 -0.3 -0.7
N 0.62476 -0.16704 -1.73017 2.1 0.1 1.1
N -0.16879 0.12613 -2.75169 -1.9 0.0 -0.9
C -1.47389 0.17664 -2.43435 1.6 -1.1 3.2
O -1.99300 -0.04259 -1.22708 1.7 0.3 -1.5
C -2.37175 0.45883 -3.49784 0.1 0.3 -3.2
C -3.73231 0.47274 -3.31641 -0.2 0.1 -1.4
C -4.59293 0.74522 -4.38063 0.0 1.0 -1.0
C -4.04593 1.12673 -5.61974 0.8 0.0 0.1
C -2.65484 1.10225 -5.81514 0.5 -0.5 0.7
C -1.81511 0.67513 -4.80574 -1.7 0.2 1.9
C 2.71010 -0.53465 -0.70181 0.3 1.1 -1.0
C 4.06533 -0.69752 -0.79193 2.0 -1.0 0.3
C 4.81923 -1.07622 0.33298 -0.8 1.1 0.3
C 4.15763 -1.01184 1.56766 0.1 -0.3 -0.8
C 2.81297 -0.62350 1.56702 0.5 0.0 1.0
N 2.13436 -0.35758 0.48071 -1.2 -0.9 -0.5
H 1.76510 0.08008 -3.93382 0.5 -0.1 -0.1
H 2.46760 -1.52937 -3.64615 0.2 0.5 0.4
H 3.47153 -0.02415 -3.34731 0.1 -0.1 -0.3
H -4.08037 0.19306 -2.37681 -0.8 -0.2 1.5
H -5.68108 0.81895 -4.25547 0.5 -0.3 0.1
H -4.58319 1.47823 -6.49448 -0.6 -0.2 0.4
H -2.13784 1.40513 -6.71164 -0.5 0.0 -0.5
H -0.76303 0.51622 -4.85517 0.5 0.3 -0.5
H 4.60699 -0.57634 -1.72026 -0.3 -0.4 -0.2
H 5.89857 -1.28100 0.24696 -0.8 0.0 0.1
H 4.67610 -1.28671 2.46729 -0.1 0.0 0.3
H 2.20202 -0.49073 2.45518 0.5 -0.1 0.4
O -2.07188 -2.68945 3.83465 0.0 0.7 -0.3
C -1.38479 -2.36941 2.87154 -0.6 0.1 0.9
O -1.21803 -1.15551 2.38797 0.1 -1.9 0.3
C -0.58608 -3.54241 2.30067 0.2 1.2 0.3
C -0.27845 -4.68500 3.01144 -2.0 1.2 0.0
C 0.68826 -5.49843 2.44860 0.0 -0.7 0.6
C 1.52110 -5.17112 1.44606 1.0 1.0 -0.6
C 1.19992 -4.03375 0.72632 3.1 -0.9 -2.8
C 0.05955 -3.27271 1.06828 -0.7 0.3 -1.5
O -0.35339 -2.43799 0.19247 0.2 -1.9 0.7
N 2.09396 -3.75555 -0.41236 -2.9 0.4 1.4
O 3.30271 -3.94470 -0.13727 1.5 -0.3 0.0
O 1.63193 -3.40739 -1.55852 0.2 -0.1 0.5
N 0.92141 -6.78181 3.04531 1.2 -1.6 1.5
O 1.88265 -7.45008 2.63388 -1.5 0.5 0.6
O 0.19912 -7.09229 3.99084 0.6 -0.2 -0.9
H -0.85377 -4.94755 3.91204 0.6 0.2 -0.5
H 2.48385 -5.63766 1.31187 -0.3 -0.4 -0.5
N -2.80499 8.99952 4.14950 1.1 -2.0 -1.0
C -2.31940 8.05162 3.65504 -2.3 4.9 2.3
C -1.81098 6.93723 3.07692 2.0 -3.2 0.0
C -2.40709 6.36208 1.97805 0.7 0.7 -0.6
C -1.85749 5.22959 1.41424 -1.0 0.0 0.0
C -0.93104 4.46178 2.11213 -0.7 0.2 1.2
C -0.40290 4.97910 3.34023 0.0 -0.2 -1.7
C -0.73969 6.24080 3.73107 -0.5 1.1 -0.3
C -0.67034 3.11792 1.77561 1.9 -2.7 -1.0
C -0.21008 1.98003 1.51205 -1.2 1.9 0.3
H -3.19611 6.90700 1.48213 -0.2 -0.1 -0.1
H -2.34621 4.93290 0.50145 0.3 -0.7 -0.2
H 0.32430 4.34419 3.81102 0.2 0.1 0.4
H -0.18195 6.80210 4.47428 -0.2 -0.4 0.3
```
Positions in Å, forces in eV/Å.

The spin multiplicity is 8. The value obtained for the HOMO energy (spin up / spin down) is -3.542 / -6.048 eV. As for the HOMO-LUMO gap (spin up / spin down): 4.65 / 4.66 eV. The LUMO energy (spin up / spin down) comes out at 1.106 / -1.389 eV. The total charge is -1.



A molecular structure, C9H10N3NiO4S in a non-equilibrium geometry, computed with ωB97M-V/def2-TZVPD.

```
28
Properties=species:S:1:pos:R:3:forces:R:3
Ni -0.48190 0.17051 -0.10580 -1.0 -1.0 0.1
N 0.54925 1.79666 -0.25668 0.0 0.1 0.0
C -0.24934 2.99692 0.05676 0.0 0.0 0.0
C -1.72867 2.64250 0.15597 0.0 0.0 0.0
O -2.58517 3.51994 0.27573 0.0 0.0 0.0
N -1.90700 1.33022 0.12098 0.5 -0.2 -0.1
C -3.20632 0.72193 0.24530 0.0 0.0 0.1
C -3.01016 -0.79219 0.20892 -0.2 0.1 0.0
O -3.96778 -1.54142 0.30856 0.1 0.0 0.0
O -1.77596 -1.17094 0.06728 0.1 0.1 0.0
H 1.37957 1.67528 0.31045 0.0 0.1 0.0
H 0.87853 1.78535 -1.21418 0.1 0.1 0.0
H -0.11381 3.78146 -0.68783 0.0 0.0 0.0
H 0.05915 3.39995 1.02188 0.0 0.0 0.0
H -3.88240 1.02410 -0.55910 0.0 0.0 0.0
H -3.69133 0.99572 1.18654 0.0 0.0 0.0
O 2.28171 0.00530 -0.20832 0.6 0.4 0.0
N 2.83795 -0.80882 -1.04958 -0.2 -0.3 0.0
C 3.99946 -0.47441 -1.65104 0.1 0.0 0.0
C 4.62700 -1.30776 -2.54021 0.0 0.0 0.0
C 4.02831 -2.53791 -2.82831 0.0 0.0 0.0
C 2.84043 -2.86386 -2.22369 0.0 0.0 0.0
C 2.19603 -2.00372 -1.30913 0.0 0.0 0.0
S 0.70771 -2.30972 -0.55599 0.0 0.6 -0.1
H 4.38051 0.49055 -1.35145 0.0 0.0 0.0
H 5.56039 -1.00219 -2.99057 0.0 0.0 0.0
H 4.49191 -3.22483 -3.52502 0.0 0.0 0.0
H 2.34212 -3.79984 -2.43257 0.0 0.0 0.0
```
Positions in Å, forces in eV/Å.

The spin multiplicity is 1. The value obtained for the HOMO energy (spin up / spin down) is -4.390 / -4.384 eV. As for the HOMO-LUMO gap (spin up / spin down): 7.29 / 7.28 eV. The LUMO energy (spin up / spin down) comes out at 2.900 / 2.900 eV. The total charge is -1.



A molecular structure, C41H42BrGeN3OSW in a non-equilibrium geometry, computed with ωB97M-V/def2-TZVPD.

```
91
Properties=species:S:1:pos:R:3:forces:R:3
W 1.04452 -0.54617 2.56360 -2.0 -1.1 -2.1
Br 0.18413 -3.14956 2.21123 0.2 0.9 -0.1
C 1.45004 -3.53544 0.83741 0.1 -2.1 -0.7
C 1.38583 -4.81069 0.34326 0.6 -0.5 -0.6
C 2.44410 -5.28095 -0.54968 -2.0 -0.9 0.1
C 3.46316 -4.44581 -0.86725 0.5 0.5 -0.6
C 3.50046 -3.10429 -0.36657 0.3 0.6 0.0
C 4.53636 -2.14846 -0.64215 -0.4 -0.7 0.2
C 4.57930 -0.98815 0.06621 1.8 0.7 -1.9
C 3.64179 -0.61104 0.96876 -1.3 0.0 2.1
C 2.55715 -1.41685 1.28218 0.1 0.5 -1.2
C 2.47763 -2.64020 0.52169 0.1 0.4 1.4
H 0.56578 -5.48424 0.64134 0.6 0.3 -0.3
H 2.28579 -6.30444 -1.03902 0.6 1.6 1.0
H 4.26549 -4.76684 -1.54819 -0.4 0.2 0.4
H 5.33990 -2.23736 -1.36340 -0.2 -0.8 -0.1
H 5.37487 -0.28647 -0.21806 -0.3 -0.2 0.4
H 3.74441 0.32511 1.49737 0.2 0.0 -0.2
C -3.24742 -1.16606 4.40212 -1.5 -3.4 2.5
C -1.87301 -0.92960 4.12337 2.6 2.2 -1.6
N -0.83154 -0.57977 3.71648 -2.7 -1.3 0.9
H -3.59614 -0.82367 5.41327 0.9 -0.1 -0.6
H -3.31784 -2.41530 4.55346 -0.3 3.4 -1.0
H -3.97052 -0.65631 3.75012 0.6 -0.7 -0.5
O 0.26302 4.82130 5.75135 -2.5 -0.3 -0.2
S 2.83102 -0.32537 5.34263 -0.2 0.1 -0.4
N 1.97959 -0.40947 3.99676 1.9 0.4 2.4
C -2.72074 -2.97914 -2.33261 0.2 0.7 0.5
Ge -1.10387 -1.89060 -1.94995 -0.6 0.7 -0.7
C 0.40143 -2.55879 -3.00084 -1.5 -0.9 0.4
C 1.37470 -1.78874 -3.54394 2.1 0.2 -0.4
C 2.50615 -2.38691 -4.15045 0.0 -0.6 -0.3
C 2.60420 -3.78989 -4.27694 -0.3 1.2 1.2
C 1.53772 -4.53528 -3.76413 1.0 -1.7 -0.9
C 0.46195 -3.93874 -3.18842 -0.5 0.1 0.6
C -1.62985 -0.03433 -2.49691 0.2 -0.1 2.0
C -1.86349 0.81117 -1.40640 0.9 -0.6 0.2
C -2.23526 2.17688 -1.60464 0.7 0.5 -2.1
C -2.37049 2.61765 -2.93380 -1.1 -1.1 -0.1
C -2.38089 1.70539 -4.08106 1.6 -0.6 2.8
C -2.67747 2.07330 -5.37688 0.2 -0.6 -1.4
C -2.60813 1.11114 -6.40405 -0.6 3.0 -0.1
C -2.26038 -0.20943 -6.15072 -0.1 0.5 -0.2
C -1.88602 -0.54621 -4.88706 0.7 -0.6 0.4
C -1.87935 0.37164 -3.83119 -1.4 1.0 0.0
H -3.50887 -2.87121 -1.60325 -0.1 0.3 0.4
H -2.46650 -4.01265 -2.31551 0.1 -0.9 -0.5
H -3.12531 -2.59789 -3.26780 0.1 -0.3 -0.3
H 1.35293 -0.73132 -3.37366 0.1 0.6 -0.2
H 3.34728 -1.79867 -4.52366 -0.4 0.1 0.2
H 3.55747 -4.25037 -4.53769 -0.4 0.1 -0.4
H 1.55085 -5.64812 -3.80147 0.1 0.9 -0.1
H -0.31709 -4.57286 -2.79268 -0.2 -0.1 0.1
H -1.60581 0.38917 -0.37038 -0.6 0.9 -1.5
H -2.21076 2.93799 -0.81703 -0.3 -0.5 -0.1
H -2.66737 3.62580 -3.21561 0.2 0.1 0.6
H -2.89252 3.12410 -5.56042 -0.2 -0.3 -0.3
H -2.80140 1.54689 -7.41517 0.1 -1.0 0.8
H -2.28452 -0.89556 -6.97050 0.2 -0.5 -0.2
H -1.50498 -1.52591 -4.63505 -0.2 -0.3 -0.4
C -4.15599 2.97092 2.34137 -2.3 -0.2 0.0
C -2.74518 2.90759 2.80414 0.0 0.4 -0.1
C -2.31260 3.43239 4.00688 -0.4 0.1 0.2
C -1.04682 3.21452 4.49545 -1.8 0.0 -1.3
C -0.66045 3.66255 5.81398 3.7 -0.4 1.7
C -0.20960 2.45367 3.72886 2.3 -0.6 0.0
C -0.51194 1.93085 2.47357 -2.1 1.1 1.0
C -1.83969 2.24481 2.02968 1.4 -2.5 -1.5
N 0.45241 1.16872 1.75472 0.6 0.4 0.4
C 1.43654 2.12466 1.06793 -0.8 0.6 -0.2
C 1.74688 1.51784 -0.30788 1.4 0.7 0.3
C 2.62077 2.41444 2.00099 -1.6 -2.2 2.0
C 0.83957 3.56199 0.80227 -0.5 -0.8 -1.1
H -4.76604 2.12417 2.75586 0.6 0.5 0.0
H -4.31744 2.83581 1.26546 0.6 0.1 0.1
H -4.76469 3.86640 2.60335 0.9 -0.4 0.1
H -3.00452 3.96878 4.60073 -0.7 0.6 0.6
H -1.43858 3.83179 6.53335 -0.6 0.5 0.0
H 1.13750 4.52580 5.90724 1.2 -0.5 0.3
H -0.05749 2.79312 6.23417 -0.6 1.0 -0.1
H 0.78624 2.30302 4.19439 -0.5 -0.3 -0.6
H -2.23988 1.76414 1.10627 0.7 0.5 0.6
H 1.96419 0.46733 -0.11974 0.0 0.2 -0.8
H 2.63769 2.04922 -0.76497 -0.8 -0.8 0.5
H 0.92662 1.64504 -1.00801 -0.3 -0.1 0.1
H 3.00998 1.63105 2.72502 -0.4 0.3 -1.4
H 2.23609 3.10754 2.71548 0.2 1.1 0.3
H 3.36772 2.77154 1.40161 2.2 1.3 -1.1
H 0.07449 3.42466 -0.00773 0.5 0.5 0.7
H 1.66439 4.16353 0.38462 -0.3 -0.2 0.1
H 0.39836 4.10973 1.65250 0.3 -0.5 -0.3
```
Positions in Å, forces in eV/Å.

The spin multiplicity is 4. The value obtained for the HOMO energy (spin up / spin down) is -9.631 / -9.937 eV. As for the HOMO-LUMO gap (spin up / spin down): 6.65 / 4.86 eV. The LUMO energy (spin up / spin down) comes out at -2.984 / -5.077 eV. The total charge is +1. The value obtained for the relative energy (zero: lowest compared OMol25 entry of this formula, charge and spin) is 3.802 eV.